DFT (wB97M-V/def2-TZVPD) results for a molecular structure, C62H95BCsF5N13O8P.

Geometry as XYZ:
```
186
C62H95BCsF5N13O8P | OMol25 | wB97M-V/def2-TZVPD
Cs 0.38803 -0.01260 -0.51070
P 0.85104 -2.21098 4.55893
F 4.84994 6.68717 -1.76376
F 2.76687 2.71479 -3.12019
F 3.45232 6.63660 0.57940
F 1.75622 4.65992 1.12030
F 4.49240 4.70582 -3.58469
O -4.42182 3.17571 1.92066
O 0.18236 -1.59570 3.37009
O 2.96800 -0.11528 2.04112
O -2.29107 -0.92825 1.37923
O -3.37499 4.99528 2.35452
O 4.95771 -0.92149 2.65270
O 1.66092 -0.02144 -2.58617
O 2.87248 -1.10038 -4.10854
N -0.04859 2.72651 2.44845
N -2.27285 2.99771 2.23390
N -0.19431 1.37995 2.04935
N -3.37576 3.76554 2.17650
N -3.38823 -2.25841 -1.85136
N -2.04686 1.08104 -2.69645
N -2.97678 0.18598 -3.17578
N -1.66919 -2.09042 -3.78227
N -3.46500 0.69031 0.30155
N -2.59863 -3.00908 -1.02900
N -0.53341 -2.63671 -3.26254
N -0.78674 4.88583 2.58345
N 3.38443 -0.85652 -0.60575
C -3.06487 0.37367 3.82878
C 2.74160 -0.22794 7.49582
C 4.72665 -1.98342 -2.25924
C -3.14948 -0.06241 1.38300
C -1.41415 3.42754 -2.86539
C -3.96149 0.19813 2.65774
C -0.01188 -3.40896 -4.19899
C -1.83114 -2.49725 -5.06173
C -0.44184 3.72050 -4.01146
C -3.42824 2.18798 -4.04688
C 3.78652 4.67572 -2.43394
C 0.13894 -4.36937 6.43026
C -4.68790 -2.59680 -1.66362
C -1.35204 -4.51884 0.91478
C -4.74069 -3.60156 -0.72182
C -1.06504 3.57662 2.39748
C -3.62160 -3.20932 -6.65670
C 1.60279 -5.11874 -5.06457
C 0.82255 -1.09356 6.02904
C -3.84060 0.86974 -3.99709
C 2.33548 -4.68918 2.47462
C -0.79111 -3.35527 -5.37157
C -2.83942 -4.76152 0.67109
C 3.42179 -3.52718 5.02868
C 2.27696 0.90729 5.27720
C 5.57749 -2.45702 -1.23927
C 2.88387 3.66904 -2.14066
C -3.39354 -3.81486 -0.35825
C 1.08786 -4.97682 -2.59794
C 3.36018 0.34183 6.22178
C 3.62638 -1.20328 -1.84578
C 2.56749 -2.64230 4.08089
C -2.22687 4.66790 -2.50094
C -2.31243 -1.09294 -7.04646
C 4.25780 -1.23294 0.38215
C 3.98216 -0.70760 1.67685
C -6.94612 -1.58629 -1.36840
C -0.83025 -3.78051 7.45976
C 2.62005 -0.70541 -2.84168
C 4.09445 -4.68756 4.29391
C 0.87095 0.39124 5.61434
C -5.22930 0.84832 -6.09429
C -1.48299 -3.74992 4.56701
C 1.24019 -4.19556 -3.90609
C -3.09776 -6.21459 0.26102
C 3.26225 5.65890 -0.33737
C -6.32971 0.99894 -3.86080
C 1.83643 -1.41847 7.16112
C 2.55708 -3.17747 2.62712
C -5.82545 -1.92322 -2.35134
C 3.97633 5.69133 -1.51637
C -2.40819 -3.13566 5.61865
C 3.03477 -5.51590 3.57363
C 2.38374 4.61247 -0.14154
C -2.27309 -3.83911 6.96522
C -6.35179 -2.74407 -3.52905
C 2.13529 3.58896 -0.99614
C -2.30381 2.26516 -3.20537
C -2.90911 -2.03110 -5.99033
C 5.36362 -2.10493 0.06364
C -5.13414 0.41182 -4.63041
C -0.00492 -3.78881 5.00848
B -2.48840 -1.26200 -2.70338
H -1.65326 -0.97714 -1.93650
H -2.33516 -0.40151 4.03660
H -1.57571 5.49171 2.43060
H -1.05200 1.00012 2.42325
H 1.30503 -1.73993 8.06022
H -7.14864 -2.20904 -4.05843
H -3.91767 1.57844 0.45507
H -0.79144 -4.66052 -0.01284
H -3.37537 -4.57455 1.60965
H 1.16068 -4.27504 6.79876
H 2.26312 1.99860 5.35138
H 0.59338 0.82825 2.38213
H -4.63866 1.04074 2.52694
H 5.76316 -1.21239 2.21236
H -0.99124 3.99558 -4.91913
H -6.12456 0.42049 -6.55582
H 5.99047 -2.53551 0.83874
H -3.64005 -1.47529 -5.40938
H 2.52545 -5.66277 -4.84246
H -4.55625 -0.71650 2.77386
H 2.06341 -3.49030 -3.77175
H -2.89371 4.47135 -1.65709
H 4.63700 -5.30430 5.01540
H 2.81210 -3.97275 5.81655
H 4.17633 -2.91293 5.52496
H -3.90489 2.98899 -4.59581
H 2.48174 -2.24862 6.87471
H 0.45138 0.97538 6.43993
H -0.56892 -2.74189 7.67319
H -1.91800 -0.18743 -6.57751
H 2.13191 -0.75289 -4.62870
H 3.91862 -0.45420 5.71771
H -5.62456 -4.08478 -0.32683
H -0.97714 -5.22093 1.66639
H -4.00609 -3.90773 -5.91088
H 0.23093 4.54066 -3.74490
H -6.56038 -0.98918 -0.53899
H -0.62396 -3.86190 -6.31124
H 3.52132 -2.92247 2.18869
H -2.17469 -2.07401 5.74036
H -2.92739 1.34968 4.27927
H -0.19308 -1.26214 6.39259
H -1.56146 5.49173 -2.22945
H -2.54866 -6.44318 -0.65760
H -0.72674 -4.33071 8.39888
H 0.88042 3.09408 2.30528
H 2.16389 0.55144 8.00390
H 3.51981 -0.55265 8.19236
H 3.01492 -1.64660 4.00886
H -5.29977 1.93629 -6.16730
H -6.26605 0.79635 -2.79206
H 3.47509 -6.41935 3.14686
H -7.27456 0.59253 -4.23714
H -5.43153 -0.99027 -2.73037
H -1.56497 -3.19724 3.62993
H 0.80685 -5.85060 -5.23859
H 0.16967 2.84182 -4.22522
H 0.50834 -4.47244 4.32498
H -1.80991 -4.77900 4.36926
H -4.45831 -2.85848 -7.27014
H -6.75152 -3.69789 -3.17467
H -4.35942 0.52952 -6.66489
H -0.81698 3.12963 -2.00034
H 1.75644 -4.55667 -5.99070
H -0.06770 -5.44407 6.36063
H -2.88180 0.59910 -0.52388
H 1.26937 -4.91678 2.44740
H -2.94158 -3.38720 7.70313
H 0.31816 -5.74906 -2.70322
H 2.30540 -5.84924 4.32265
H -2.57522 -4.88824 6.85596
H 2.03150 -5.45704 -2.31743
H 2.72331 -4.97806 1.49568
H -3.44076 -3.18648 5.26390
H -2.93132 -3.75876 -7.30346
H 0.20558 0.53517 4.76333
H 4.08815 1.11695 6.46818
H 2.52210 0.67512 4.24123
H 0.77959 -4.30486 -1.79610
H -1.17110 -3.49591 1.25615
H -2.76698 -6.90621 1.04319
H 4.88382 -2.21965 -3.30070
H -3.05702 -0.80523 -7.79483
H -5.55093 -2.96191 -4.24054
H -7.38363 -2.49867 -0.95339
H -5.21130 -0.67215 -4.61064
H -6.34340 2.08376 -3.98629
H -2.84095 4.99317 -3.34828
H 0.12496 5.19829 2.28599
H -7.74040 -1.02181 -1.86616
H 4.82913 -4.30842 3.57665
H 6.39924 -3.11991 -1.48994
H 1.81185 -2.62910 2.05355
H -1.48895 -1.59468 -7.56090
H -4.16044 -6.39265 0.07231
```

Results
- spin multiplicity = 1
- calculated total energy (Eh) = -4619.003231
- total charge = -2
- E_HOMO (spin up / spin down) (eV) = -3.45 / -0.87
- gap between HOMO and LUMO (spin up / spin down) (Ha) = 0.252 / 0.157

DFT (wB97M-V/def2-TZVPD) results for C6H8N2S in the gas phase.

Geometry as XYZ:
```
17
C6H8N2S | OMol25 | wB97M-V/def2-TZVPD
S -3.63448 -0.48258 0.10066
N -1.65593 1.21125 0.17940
N 0.96852 -1.24908 0.17853
C 1.13215 1.38099 -0.17422
C 2.42169 -1.33907 0.03347
C -2.92600 1.11881 0.30458
C -1.11758 -0.02149 0.06734
C -1.95511 -1.06841 -0.10499
C 0.33663 -0.16285 0.10254
H 2.58105 -1.09200 -0.99826
H 0.56273 2.15177 0.45360
H 2.63273 -2.39178 0.20423
H -3.62966 1.94814 0.20426
H -1.73710 -2.13318 -0.34763
H 0.98910 1.59022 -1.21247
H 2.86390 -0.73345 0.67372
H 2.16737 1.27270 0.33522
```

Results
- spin multiplicity = 1
- calculated total energy (Eh) = -741.056306
- E_HOMO (eV) = -8.95
- gap between HOMO and LUMO (Ha) = 0.350
- energy relative to the best compared isomer or geometry (same formula, charge and spin) (kJ/mol) = 180.62
- SMILES = C/N=C(\C)c1cscn1

DFT (wB97M-V/def2-TZVPD) results for a molecular structure, C35H30N2O8S5TeZr.

Geometry as XYZ:
```
82
C35H30N2O8S5TeZr | OMol25 | wB97M-V/def2-TZVPD
Te -2.09469 -1.12160 -0.58545
Zr 0.24443 0.31461 0.74090
S -1.70859 0.49395 2.74004
S 0.97797 1.99721 2.47302
S 1.81761 -2.20141 -1.43708
S -1.25421 2.20637 0.04054
S 2.58008 -0.73211 1.06072
O 3.06646 -1.60441 -1.83520
O 1.69155 3.85139 0.14986
O 1.20427 -1.51788 -0.23955
O 0.85613 -2.45460 -2.48409
O 6.33946 2.74460 -5.26273
O 1.64769 1.64208 -0.42651
O 6.41483 4.82846 -4.74928
O -0.11013 0.42715 -1.07796
N -0.54242 -1.52109 2.10777
N 5.97774 3.69772 -4.59266
C 5.53827 1.52156 2.76668
C -6.11991 -2.19332 -2.01944
C -4.77353 -2.07174 -1.67221
C -3.38153 3.73100 0.95124
C 0.51546 -2.38592 2.11389
C -2.79226 -0.69435 1.84482
C -1.76754 -1.94480 1.69451
C 3.49017 2.69792 3.21734
C -4.36214 4.09300 1.85464
C -6.57606 -3.29206 -2.72863
C -4.34340 -4.16909 -2.77281
C 2.27388 -3.82559 -0.86915
C -2.71367 1.93510 2.40866
C 3.60415 4.34144 -1.80165
C -5.68225 -4.28588 -3.10686
C -2.40948 -2.95262 -1.71351
C 4.97349 3.47855 -3.55253
C 3.07575 3.07362 -1.58424
C -2.00034 -3.31477 1.32763
C -2.51778 2.64244 1.19309
C 1.86760 -1.69082 2.48459
C -4.27682 -0.87547 -0.90268
C 2.02569 2.85524 -0.48885
C 4.55452 4.55504 -2.78411
C 4.46344 2.20291 -3.35744
C -0.93711 -4.15987 1.38196
C -3.87536 -3.06715 -2.05498
C 3.51278 2.00839 -2.36916
C 4.79935 0.54429 2.11613
C 2.72349 1.72154 2.56149
C 0.37263 -3.69012 1.77115
C 3.41334 0.61630 2.00814
C -3.69646 2.31743 3.31429
C 4.86718 2.60325 3.32220
C -4.52773 3.39438 3.04919
H 1.38519 -4.35052 -0.53807
H -5.28412 3.69286 3.76558
H -4.80433 -0.81447 0.05040
H 3.25251 5.15538 -1.18176
H -2.10212 -3.80383 -1.10495
H 2.98999 -3.73964 -0.05144
H -4.99609 4.94695 1.63688
H 2.60079 -2.43811 2.79303
H 3.09401 1.02544 -2.19030
H 4.79830 1.37338 -3.96234
H -4.43253 0.03245 -1.48203
H -1.06805 -5.19917 1.10283
H 2.97604 3.55542 3.63295
H 2.72440 -4.33538 -1.71772
H -3.14802 -0.26009 0.87398
H -1.82340 -2.91400 -2.63027
H 4.96130 5.54202 -2.94788
H -6.02990 -5.14750 -3.66466
H 5.31505 -0.29625 1.66112
H -6.81751 -1.41646 -1.72698
H -3.24608 4.29998 0.03952
H 5.41791 3.39011 3.82705
H -3.67012 -0.94004 2.45301
H 6.61818 1.44716 2.82701
H -3.80030 1.76584 4.24317
H 1.69634 -1.02246 3.32803
H 1.22054 -4.35648 1.77716
H -7.62477 -3.37450 -2.98910
H -2.98358 -3.64595 1.02409
H -3.64564 -4.94246 -3.07402
```

Results
- spin multiplicity = 1
- calculated total energy (Eh) = -4369.075903
- total charge = -2
- E_HOMO (eV) = -1.23
- gap between HOMO and LUMO (Ha) = 0.178
- energy relative to the best compared isomer or geometry (same formula, charge and spin) (kJ/mol) = 949.96

DFT (wB97M-V/def2-TZVPD) results for 2 unconnected molecules or ions with the total composition C25H19NO2.

Geometry as XYZ:
```
47
C25H19NO2 | OMol25 | wB97M-V/def2-TZVPD
O -2.78557 3.13121 -4.03287
O -1.30609 0.85203 2.53438
N 0.15677 -0.87975 5.97474
C 1.01360 -2.29720 -0.21486
C -0.69601 0.77965 -1.27210
C 0.61142 -1.25822 4.77216
C -0.86685 0.33613 3.59202
C -1.36796 -3.70998 -0.36882
C 3.46817 -1.46495 -0.11269
C 1.06848 -3.68166 -0.24712
C -0.00590 1.66330 -2.14438
C -0.13681 -4.39154 -0.32332
C -1.43122 -2.31046 -0.39447
C 0.07550 -0.17676 -0.52593
C 2.29148 1.12767 -0.11176
C -0.78049 0.07669 6.05072
C -2.07398 2.39701 -3.13552
C 1.49321 -0.01055 -0.23903
C -2.79171 1.54674 -2.25180
C -2.02979 4.02032 -4.88593
C -1.31047 0.70018 4.93535
C -0.66323 2.45162 -3.06260
C 3.67947 0.96778 -0.02652
C 4.26507 -0.31309 -0.06016
C -2.11671 0.77030 -1.33407
C 0.15380 -0.70386 3.59225
C -0.23890 -1.58830 -0.35309
C 2.08749 -1.31375 -0.15010
H -0.11590 -5.48108 -0.34034
H -2.76821 4.51945 -5.50922
H 2.04364 -4.16828 -0.21305
H 1.37731 -2.04106 4.75329
H -3.87748 1.52561 -2.33261
H 3.88523 -2.47238 -0.12884
H 1.81764 2.10959 -0.07408
H 5.35069 -0.41104 -0.03039
H -2.06556 1.46659 5.06159
H -1.47870 4.75660 -4.28757
H -2.29491 -4.28257 -0.39957
H -2.38056 -1.78067 -0.42651
H 0.55308 -1.04287 2.64478
H 4.31365 1.85167 0.04787
H -0.08620 3.09649 -3.72719
H -1.32686 3.45591 -5.51107
H 1.08098 1.68090 -2.15138
H -2.67229 0.14507 -0.63806
H -1.11831 0.35153 7.05787
```

Results
- spin multiplicity = 1
- calculated total energy (Eh) = -1169.177075
- E_HOMO (eV) = -5.86
- gap between HOMO and LUMO (Ha) = 0.100
- energy relative to the best compared isomer or geometry (same formula, charge and spin) (kJ/mol) = 77.70

DFT (wB97M-V/def2-TZVPD) results for CH4NO3P in the gas phase.

Geometry as XYZ:
```
10
CH4NO3P | OMol25 | wB97M-V/def2-TZVPD
P 0.86911 0.02790 0.09573
O -0.23474 0.74447 1.16597
O 2.39376 0.31969 0.20326
O -0.04893 0.82991 -0.95059
N 0.41829 -1.47523 0.04762
C -1.01180 1.06176 0.07718
H -0.42836 -1.60227 -0.48643
H 1.08124 -2.20131 -0.15302
H -1.68605 0.20125 -0.14593
H -1.35251 2.09383 0.14621
```

Results
- spin multiplicity = 1
- calculated total energy (Eh) = -662.386080
- E_HOMO (eV) = -10.86
- gap between HOMO and LUMO (Ha) = 0.421
- energy relative to the best compared isomer or geometry (same formula, charge and spin) (kJ/mol) = 36.14

DFT (wB97M-V/def2-TZVPD) results for 2 unconnected molecules or ions with the total composition C7H15N2S.

Geometry as XYZ:
```
25
C7H15N2S | OMol25 | wB97M-V/def2-TZVPD
S 2.76100 -0.82650 0.99541
N 1.47355 -1.27922 -1.19265
N -1.34578 -0.45320 0.26023
C -1.43316 -0.43649 1.69725
C 1.36057 0.00289 -1.05439
C -1.51867 -1.75259 -0.33480
C 2.15479 -1.85017 -0.21965
C 2.01138 0.61228 0.14020
C 3.02142 1.71243 -0.17993
C -2.08368 0.60299 -0.38958
H 1.25752 1.01751 0.82550
H -1.89173 0.57972 -1.46061
H -0.80840 -1.22588 2.11517
H 3.80718 1.33971 -0.83234
H -0.75887 -2.43743 0.04774
H 0.86303 0.59266 -1.80291
H 3.47238 2.08936 0.73426
H -1.77653 1.56858 0.01039
H -1.40791 -1.67674 -1.41507
H -1.10168 0.52940 2.07751
H -2.50463 -2.17979 -0.11061
H 2.51523 2.53508 -0.67918
H 2.33465 -2.91056 -0.19219
H -3.16531 0.50121 -0.23617
H -2.46168 -0.59737 2.04457
```

Results
- spin multiplicity = 1
- calculated total energy (Eh) = -783.107874
- total charge = +1
- E_HOMO (spin up / spin down) (eV) = -11.89 / -11.89
- gap between HOMO and LUMO (spin up / spin down) (Ha) = 0.212 / 0.212
- energy relative to the best compared isomer or geometry (same formula, charge and spin) (kJ/mol) = 249.69

DFT (wB97M-V/def2-TZVPD) results for a molecular structure, C12H17N3O6PRuS5.

Geometry as XYZ:
```
45
C12H17N3O6PRuS5 | OMol25 | wB97M-V/def2-TZVPD
Ru 0.83318 -0.07889 1.25272
S 2.59843 -0.37982 -0.47262
S -0.61306 -1.15341 -0.69604
S 1.31149 -2.19115 1.91131
S 0.28953 -2.94339 3.62487
S 2.12699 0.85858 2.89711
P 1.06258 -0.79353 -1.65693
O 0.17429 1.67886 0.23524
O 0.54386 -4.37331 3.48327
O 0.78527 0.37302 -2.74821
O -1.11025 -2.56968 3.49447
O 1.53182 -2.01707 -2.61551
O 0.95204 -2.36210 4.79416
N -0.29579 0.37083 3.96617
N 1.42497 0.51615 5.47845
N -0.59609 0.45026 2.61169
C 0.53844 -2.75928 -3.32952
C 0.96036 0.53786 4.17039
C -3.43493 1.80775 0.79731
C -3.85399 2.46747 -0.34075
C -1.71541 1.00339 2.34216
C 1.89923 1.03669 -3.35410
C -1.08851 1.91694 0.10069
C -1.54642 2.63700 -1.03424
C 1.99836 2.45395 -2.83280
C 0.37217 -4.12396 -2.69581
C -2.88066 2.88751 -1.25348
C -2.09014 1.51438 1.03685
H -0.41139 -2.21870 -3.33092
H -4.90453 2.66462 -0.51493
H 2.82229 0.49097 -3.14527
H 1.72852 1.01520 -4.43432
H 2.89026 2.94301 -3.23461
H 2.34639 0.10006 5.49050
H -4.16202 1.50110 1.54344
H -3.18009 3.41674 -2.15317
H -0.36488 -4.71252 -3.24869
H 1.32252 -4.65945 -2.69398
H 2.04897 2.43706 -1.74377
H -0.79564 2.94833 -1.74761
H 0.80431 -0.08290 6.01200
H 1.12122 3.03195 -3.12649
H 0.03743 -4.01186 -1.66487
H 0.88714 -2.83665 -4.36312
H -2.36827 1.20798 3.18893
```

Results
- spin multiplicity = 2
- calculated total energy (Eh) = -3510.606278
- total charge = -2
- E_HOMO (spin up / spin down) (eV) = -1.54 / -1.38
- gap between HOMO and LUMO (spin up / spin down) (Ha) = 0.230 / 0.224
- energy relative to the best compared isomer or geometry (same formula, charge and spin) (kJ/mol) = 0.00

DFT (wB97M-V/def2-TZVPD) results for C5H10N2S in the gas phase.

Geometry as XYZ:
```
18
C5H10N2S | OMol25 | wB97M-V/def2-TZVPD
S -2.12842 -1.56412 -0.13066
N -2.26656 0.10870 -0.16920
N 0.08590 0.12795 0.48165
C 2.16397 -0.58630 -0.83229
C -1.05034 2.19786 -0.08324
C 0.91589 -0.98413 -0.11076
C -1.12353 0.69883 0.00983
C 0.55348 -0.76222 1.38797
H -0.16619 2.54722 -0.66006
H 0.37234 -1.72940 -0.72412
H 2.12254 0.35894 -1.62125
H 1.25652 -0.43856 2.17665
H -2.06819 2.63443 -0.31874
H 2.89538 -0.35090 -0.06579
H -3.45094 -1.73664 -0.59946
H 2.51338 -1.55255 -1.27838
H -0.68088 2.68247 0.85619
H 0.05565 -1.65156 1.68166
```

Results
- spin multiplicity = 1
- calculated total energy (Eh) = -704.084091
- E_HOMO (eV) = -8.52
- gap between HOMO and LUMO (Ha) = 0.343
- energy relative to the best compared isomer or geometry (same formula, charge and spin) (kJ/mol) = 366.82
- SMILES = C/C(=N/S)N1C[C@@H]1C